ORCA calculation (wB97M-V/def2-TZVPD) on a 2-piece molecular cluster, C4H9BO overall at a distorted geometry.

CARTESIAN COORDINATES (ANGSTROEM)
B1 -0.2189 0.5012 0.2633
C1 1.1597 -0.1027 0.2161
C2 -0.7500 1.8038 -0.3886
C3 -1.9469 -1.1151 0.3774
C4 2.3322 -0.8377 -0.2541
O1 0.8483 0.4324 1.3371
H1 -0.3593 1.8738 -1.3802
H2 -0.4518 2.6465 0.2919
H3 -1.8560 1.9021 -0.4558
H4 -2.7970 -0.5440 0.7301
H5 -1.6752 -1.8783 1.0859
H6 -2.2613 -1.4520 -0.5375
H7 2.1399 -1.8951 -0.3573
H8 2.6516 -0.5056 -1.3005
H9 3.1846 -0.8293 0.3722

Cartesian forces, eV/Å:
B -3.1352 -2.6411 -1.2491
C -1.0464 0.0239 -0.1422
C -1.0024 0.9812 1.5165
C 2.4105 3.1281 2.0411
C 0.6451 0.4631 -1.4837
O 1.4832 -0.5807 0.5165
H 0.3815 0.5430 -0.6639
H 0.0827 -0.3354 -0.9504
H 0.7236 -0.3938 0.0758
H 0.0375 0.3462 0.5422
H 0.0804 -0.3610 0.1049
H -0.0681 -1.1101 -2.5121
H -0.7864 -0.3440 -0.1305
H -0.6956 -0.2312 1.3981
H 0.8898 0.5118 0.9369

## Properties
Frontier orbital gap (alpha / beta) in eV: 7.7250 / 7.7258
Relative energy (zero: lowest compared OMol25 entry of this formula, charge and spin) in kJ/mol: 396.1
E_LUMO (alpha / beta) in eV: 0.0 / 0.0
Net charge: 0

Here are the natural (NBO) charges for atoms 1 to 2, given in e: atom 1 (B): 0.642, atom 2 (C): 0.392

---

ORCA calculation (wB97M-V/def2-TZVPD) on C15H26ClFNO11S2Sr as an isolated structure at a distorted geometry.

CARTESIAN COORDINATES (ANGSTROEM)
Sr1 4.2733 -7.7193 9.8025
Cl1 4.6981 -11.2983 7.8228
O1 5.3493 -11.8757 8.9678
O2 4.5982 -9.8827 8.0202
O3 5.3981 -11.5607 6.6100
O4 3.2990 -11.8505 7.6863
C1 4.3612 -16.0275 10.4678
C2 3.7317 -15.5595 9.1599
C3 2.2348 -15.2299 9.1632
C4 1.2453 -16.2228 9.5972
N1 0.4306 -16.8651 9.9558
H1 3.7642 -16.8584 10.8437
H2 4.3738 -15.2040 11.1818
H3 5.3854 -16.3815 10.3499
H4 3.9461 -16.3803 8.4755
H5 4.2700 -14.6701 8.8321
H6 2.0533 -15.0162 8.1098
H7 2.1082 -14.3050 9.7260
C5 5.6550 -14.5180 5.1955
C6 4.2104 -14.1158 5.1946
O5 3.5761 -15.0980 4.4534
C7 4.4002 -16.1230 4.2835
O6 4.0655 -17.1859 3.8398
O7 5.5705 -15.8522 4.7552
F1 4.1257 -12.9287 4.5852
H8 6.1302 -14.4305 6.1725
H9 6.1089 -13.8678 4.4476
H10 3.8271 -14.1696 6.2136
C8 3.9792 -12.7960 12.5312
C9 5.4972 -12.7628 12.8297
C10 6.0530 -11.4162 12.3481
S1 4.7779 -10.1450 12.7332
O8 4.5252 -9.3451 11.5459
O9 5.1463 -9.4691 14.0074
C11 3.4871 -11.4122 13.0456
H11 3.5760 -13.7336 12.9137
H12 3.8053 -12.9056 11.4607
H13 6.1119 -13.5590 12.4098
H14 5.7388 -12.9430 13.8772
H15 6.2042 -11.4232 11.2687
H16 7.0434 -11.1564 12.7221
H17 2.4903 -11.0613 12.7783
H18 3.4690 -11.3002 14.1297
C12 9.7474 -10.6813 8.8101
C13 9.4651 -9.7981 7.5952
C14 8.6895 -8.5247 8.0070
S2 8.1685 -8.7597 9.7159
O10 6.7112 -8.5621 9.8299
O11 9.1113 -8.2157 10.7202
C15 8.5164 -10.5043 9.7507
H19 10.6269 -10.2707 9.3060
H20 9.8178 -11.7184 8.4822
H21 8.9374 -10.4000 6.8554
H22 10.3814 -9.4627 7.1094
H23 7.7947 -8.4096 7.3953
H24 9.2746 -7.6057 7.9727
H25 7.5854 -10.9605 9.4141
H26 8.6167 -10.7736 10.8021

Cartesian forces, eV/Å:
Sr 1.2873 -1.9733 -0.3265
Cl -3.6611 -3.3005 -1.1462
O 0.2909 -0.0171 0.2270
O -0.1756 2.9778 0.7988
O 0.6404 0.2153 0.3280
O 2.8267 1.1441 0.7309
C -0.5777 0.1838 0.1614
C 0.7388 -0.9670 0.3686
C 0.6915 0.2171 -0.5727
C 5.8205 4.6680 -2.1656
N -5.3725 -4.5007 2.3732
H 0.0971 0.0229 0.3549
H -0.0492 -0.1448 0.3016
H -0.0396 0.0765 -0.1906
H -0.2317 0.1908 -0.4884
H -0.1512 0.0745 -0.3010
H -0.5273 0.2602 0.0616
H -0.3577 -0.0211 0.0141
C 0.0527 0.4085 -0.2094
C 0.4963 -0.2206 1.0976
O -1.3733 0.8288 -0.3656
C -1.8493 -2.7771 -1.0368
O 0.2903 0.8129 0.0399
O 3.1953 -0.2205 0.7463
F -0.9293 0.7113 -0.0864
H 0.0679 -0.1919 -0.2194
H 0.5832 -0.2622 0.0544
H -0.6300 0.9532 -0.0911
C 1.1670 0.5149 -0.2668
C 0.5892 0.0949 0.0973
C 0.1176 0.1971 -0.5332
S 2.2266 -2.0423 3.3996
O -0.8526 1.1977 -0.9076
O -1.1964 -0.8748 -2.8564
C -0.5442 0.1466 0.6473
H -0.5571 0.5916 0.7465
H 0.1268 0.4388 -0.1982
H -0.4292 -0.0755 -0.7544
H -0.5337 0.5444 0.3706
H -0.6023 0.0089 -0.2036
H -0.3351 0.2804 0.6474
H 0.1535 -0.0621 -0.6532
H 0.1635 -0.6057 0.2343
C -1.0180 0.6229 0.6264
C 0.1970 0.3254 -0.3743
C -0.2518 0.1607 -0.1662
S 2.2274 -1.1143 1.5185
O -0.2351 1.0994 0.1277
O -2.0244 0.2294 -1.9255
C -0.3890 -0.1506 -0.2821
H 0.1099 -0.6230 0.1836
H 0.4228 0.1069 0.3604
H -0.3768 0.3699 0.0152
H 0.0920 -0.2370 0.0924
H -0.0571 0.1141 0.1775
H 0.0696 -0.1018 0.0029
H 0.1419 -0.3713 -0.4988
H 0.4445 0.0654 -0.0857

## Properties
Frontier orbital gap in eV: 7.0144
E_LUMO in eV: -5.3
Net charge: +1

Here are the Löwdin charges for atoms 1 to 2, given in e: atom 1 (Sr): 1.782, atom 2 (Cl): 0.664